(1)
The following is a DFT calculation (ωB97M-V with the def2-TZVPD basis set) of a gas-phase ion, C6H12N3S (charge +1).

Calculated values
Highest occupied orbital energy, eV: -13.55
Lowest unoccupied orbital energy, eV: -4.43
Energy relative to the best compared isomer or geometry (same formula, charge and spin), eV: 0.669
Frontier orbital gap, eV: 9.1
Total charge: +1

Element x y z (Å)
C  0.86725  0.00607  0.25478
C  -1.06957  -0.85904  0.19219
C  -0.16675  1.27332  0.13964
C  -2.06222  -1.97699  0.24961
C  0.15329  1.95889  -1.13310
C  3.11114  -1.41407  -0.28856
N  0.24407  -1.12345  0.18973
N  -1.38764  0.38170  0.01965
N  -0.13265  2.08526  1.23220
S  2.55633  0.24687  0.15884
H  -2.99935  -1.79345  0.71705
H  -1.30161  -2.70574  0.85551
H  -2.15857  -2.50678  -0.63717
H  -0.59361  2.59980  -1.63831
H  0.47750  1.09859  -1.66197
H  1.09438  2.54573  -1.05890
H  3.07673  -1.97112  0.66676
H  4.11210  -1.07397  -0.49867
H  2.65280  -1.97504  -1.06591
H  -2.26772  0.68629  0.22823
H  -0.11674  3.09200  1.08231
H  -0.63069  1.83805  2.08863

Cartesian forces (eV/Å) of the 3 atoms listed first:
-0.08 1.80 -0.67
-1.73 -1.05 -1.47
0.53 -2.01 0.61

=====

(2)
The following is a DFT calculation (ωB97M-V with the def2-TZVPD basis set) of 2 unconnected molecules or ions with the total composition C6H14O.

Calculated values
Highest occupied orbital energy, eV: -10.67
Lowest unoccupied orbital energy, eV: 0.97
Energy relative to the best compared isomer or geometry (same formula, charge and spin), eV: 1.857
Frontier orbital gap, eV: 11.6
Structure (SMILES): C[C@H]1C[C@@H](C)C1.O

Element x y z (Å)
C  -2.50742  0.02826  -1.19906
C  -1.12287  -0.35534  -0.74526
C  -0.65310  -0.27133  0.70425
C  0.04516  0.53992  -1.12116
C  0.87892  -0.07297  -0.01405
C  2.13564  0.76046  0.35735
O  1.45061  -1.43139  2.20656
H  -3.27444  -0.65033  -0.81295
H  -2.53138  -0.02082  -2.29390
H  -2.75298  1.05178  -0.89732
H  -0.89467  -1.38091  -1.06893
H  -1.06011  -1.09438  1.33289
H  -0.99133  0.65317  1.19583
H  0.63408  -1.17153  1.75831
H  -0.18347  1.56897  -0.80684
H  0.43743  0.53439  -2.13724
H  1.23943  -1.06452  -0.32333
H  1.95713  1.53439  1.10924
H  2.47418  1.29493  -0.54821
H  2.99134  0.15519  0.68281
H  1.72784  -0.60796  2.62102

Cartesian forces (eV/Å) of the 3 atoms listed first:
-0.13 0.04 -0.01
-0.09 0.05 -0.28
0.29 0.19 -0.18

=====

(3)
The following is a DFT calculation (ωB97M-V with the def2-TZVPD basis set) of a molecular structure, C22H45N2P3SSm.

Calculated values
Highest occupied orbital energy (spin up / spin down), eV: -15.41 / -15.48
Multiplicity: 6
Expectation value of S²: 8.778
Lowest unoccupied orbital energy (spin up / spin down), eV: -11.82 / -11.57
Energy relative to the best compared isomer or geometry (same formula, charge and spin), eV: 2.545
Frontier orbital gap (spin up / spin down), eV: 3.6 / 3.9
Total charge: +3

Element x y z (Å)
Sm  -0.57989  -0.19436  -0.15515
P  -3.40451  0.32976  -0.00113
P  0.04528  2.07676  1.81892
P  -0.87061  -1.55953  2.48635
H  0.54965  -2.44301  -1.43429
C  -0.40257  -2.34254  -0.87971
C  -1.54842  -1.78007  -1.46733
H  -1.49582  -1.25243  -2.43695
C  -3.98264  1.04683  -1.59312
C  -3.94114  1.62496  1.19545
C  -4.68725  -0.95550  0.27051
C  1.80943  2.01860  2.32674
C  -0.00843  3.77853  1.13543
C  -0.76697  2.38535  3.43790
C  -1.04405  -3.37516  2.67943
C  -2.23945  -1.00221  3.57941
C  0.59579  -1.27706  3.55379
H  -0.47011  -3.06710  -0.05782
H  -2.55250  -2.16533  -1.24111
H  -3.26534  0.82552  -2.39408
H  -4.08313  2.13616  -1.50492
H  -4.95168  0.60287  -1.85504
H  -3.27251  2.49608  1.12561
H  -3.90275  1.23093  2.22047
H  -4.96754  1.92895  0.94792
H  -4.36748  -1.90304  -0.18218
H  -5.61933  -0.62258  -0.20750
H  -4.85723  -1.11226  1.34405
H  2.02427  2.82363  3.04235
H  2.43366  2.14905  1.43422
H  2.04413  1.04793  2.77864
H  0.23996  4.50349  1.92368
H  -1.01196  3.99527  0.74773
H  0.71285  3.86558  0.31312
H  -0.43817  3.36089  3.82251
H  -0.51187  1.60675  4.16662
H  -1.85630  2.40526  3.30335
H  -1.23497  -3.61820  3.73367
H  -0.12491  -3.86748  2.34470
H  -1.88306  -3.72744  2.06827
H  -2.26901  -1.63357  4.47809
H  -3.19506  -1.09511  3.04647
H  -2.10304  0.04556  3.87375
H  0.60896  -2.01637  4.36529
H  0.60162  -0.26674  3.97957
H  1.49644  -1.40779  2.94035
C  3.77897  -3.23860  -0.63246
C  5.06656  -2.99556  0.15908
C  5.85592  -1.83476  -0.31933
C  5.56897  -1.21471  -1.49784
C  4.41731  -1.55724  -2.26285
C  3.55976  -2.57461  -1.85651
S  2.68838  -3.94373  0.36152
H  4.58444  -2.89078  1.16012
H  5.69756  -3.89966  0.23229
H  6.69985  -1.53333  0.29832
H  6.22664  -0.43877  -1.89695
H  4.19367  -1.00104  -3.17375
H  2.65836  -2.82169  -2.42422
C  1.96454  0.53315  -5.25445
C  1.14527  1.01812  -4.12616
C  0.45015  2.21405  -3.94835
C  -0.18781  2.14616  -2.70671
N  0.12470  0.94068  -2.11882
N  0.94031  0.29923  -3.01506
C  -1.04684  3.17890  -2.08554
H  1.38757  0.59189  -6.19153
H  2.86388  1.15805  -5.38266
H  2.28000  -0.50838  -5.10397
H  0.38647  3.02561  -4.65650
H  1.29464  -0.64173  -2.84188
H  -1.73007  3.60569  -2.84089
H  -1.67133  2.77079  -1.27283
H  -0.45023  4.01245  -1.67610

Cartesian forces (eV/Å) of the 3 atoms listed first:
1.73 6.55 3.57
-1.53 0.59 0.28
0.54 0.86 0.73

=====

(4)
The following is a DFT calculation (ωB97M-V with the def2-TZVPD basis set) of a molecular structure, C26H38N3O4PSr.

Calculated values
Highest occupied orbital energy, eV: -13.16
Lowest unoccupied orbital energy, eV: -8.86
Energy relative to the best compared isomer or geometry (same formula, charge and spin), eV: 5.096
Frontier orbital gap, eV: 4.3
Total charge: +2

Element x y z (Å)
C  -2.15878  3.73883  5.01754
N  -2.83652  3.20285  3.78710
C  -3.48452  1.90085  3.93433
O  -4.19457  1.54889  4.84970
C  -3.00317  1.15842  2.63297
C  -3.33078  -0.18165  2.06264
C  -4.32629  -1.11329  2.89606
O  -3.55151  -1.69396  3.98447
O  -2.46630  -2.29208  3.38485
C  -2.72387  -0.63516  0.77020
C  -1.75044  0.23273  -0.00547
P  -0.97690  -0.39246  -1.58060
N  -1.25503  -1.92743  -1.89695
C  -1.43674  1.59409  0.59473
C  -0.41555  2.55498  -0.12005
C  -0.89700  3.08015  -1.54905
C  0.33866  3.05139  -2.54052
C  1.46437  4.13022  -2.27179
C  2.49978  3.75047  -1.12526
C  3.24001  2.34250  -1.33898
C  3.26175  1.59165  0.06927
C  3.11855  0.00107  0.01753
C  3.59959  -0.69305  -1.32528
C  3.36242  -2.28707  -1.17698
C  1.95129  -2.75354  -1.83922
C  1.73560  -4.38022  -1.82754
N  0.35015  -4.74874  -1.50792
C  -0.33325  -4.58281  -0.24993
C  -1.71040  -5.12131  -0.37339
C  -1.91192  -5.66912  -1.80437
C  -0.57916  -5.38628  -2.37910
C  -2.04479  2.04010  1.87869
C  -1.87035  3.36006  2.71218
O  -1.11875  4.30757  2.54430
H  -2.16520  4.86883  4.94949
H  -2.71124  3.43703  5.96275
H  -1.09722  3.35097  5.11612
H  -4.67700  -1.95353  2.23126
H  -5.15693  -0.44479  3.26812
H  -1.66574  -1.77353  3.63165
H  -2.94657  -1.65411  0.32493
H  0.44162  -0.17209  -1.42985
H  -1.41495  0.40512  -2.68002
H  -1.72015  -2.03028  -2.80648
H  -0.09600  3.43672  0.50628
H  0.53057  1.93604  -0.29098
H  -1.64872  2.32011  -1.94974
H  -1.45323  4.06149  -1.50557
H  0.71249  1.98110  -2.56929
H  -0.06134  3.26171  -3.58960
H  2.01949  4.40143  -3.22242
H  0.95649  5.09620  -1.93643
H  3.31536  4.54743  -1.15942
H  2.01399  3.85948  -0.10988
H  4.31238  2.55649  -1.62880
H  2.74816  1.77351  -2.17778
H  2.43814  1.95740  0.76647
H  4.23655  1.84524  0.58116
H  3.79800  -0.40735  0.84950
H  2.07220  -0.36314  0.30062
H  4.68566  -0.47614  -1.56306
H  2.92106  -0.38836  -2.18716
H  3.38530  -2.62107  -0.08362
H  4.22073  -2.80104  -1.76693
H  1.93423  -2.46614  -2.93390
H  1.05930  -2.34187  -1.27167
H  1.93263  -4.81683  -2.84910
H  2.40006  -4.89609  -1.04396
H  0.12122  -4.10423  0.66247
H  -2.50788  -5.15511  0.42806
H  -2.82411  -6.14208  -2.24191
H  -0.41531  -5.68572  -3.44754
Sr  3.76038  -4.13147  0.64208

Cartesian forces (eV/Å) of the 3 atoms listed first:
-0.64 0.90 1.36
1.99 -0.11 1.31
0.85 0.27 -1.29